261
Properties=species:S:1:pos:R:3:forces:R:3:mulliken_charge:R:1 method="wB97M-V/def2-TZVPD" spin_multiplicity=1 e_tot_ev=-214107.2223 orbital_gap_ev=6.9 homo_ha=-0.1370 charge=-2
K 14.48964 11.91432 22.69026 0.540 0.074 -0.162 0.865
K 16.10565 11.08417 18.75570 0.359 0.016 0.688 0.915
C 9.77197 14.62334 21.96568 0.142 0.774 -1.010 0.543
F 9.02506 15.05476 20.89739 -0.178 -0.549 0.856 -0.252
F 10.16484 15.77839 22.55458 -0.084 -0.591 0.506 -0.223
F 9.01423 13.90997 22.81089 0.032 0.541 -0.287 -0.242
S 11.18253 13.66802 21.25395 -1.146 0.316 2.395 1.182
O 11.83340 13.12300 22.44864 0.001 -0.187 -0.931 -0.726
O 10.46425 12.80794 20.38289 -0.524 -2.263 -0.714 -0.666
O 11.85867 14.68612 20.55172 2.097 1.710 -0.789 -0.484
C 15.13988 16.23173 18.61272 0.056 0.492 1.035 -0.448
F 14.16371 16.08802 17.72162 -0.707 -0.322 0.094 0.144
F 15.63555 17.46718 18.38296 0.525 -0.273 -0.007 0.119
F 14.63204 16.29778 19.89359 0.308 -0.528 -1.656 0.413
S 16.39931 14.85942 18.41747 0.494 2.201 1.229 -0.629
O 17.06521 15.15777 17.17959 0.247 0.278 -0.925 -1.266
O 17.20389 15.06995 19.59206 0.232 -0.086 0.209 -0.272
O 15.60091 13.69227 18.39653 -1.457 -1.806 -0.094 0.952
S 17.39791 10.24004 21.90815 0.657 0.426 1.934 1.164
O 16.99539 11.61811 21.45989 -0.336 0.216 -0.037 -0.876
O 17.32111 9.35016 20.76581 -0.476 -0.974 -1.640 -0.763
O 18.81201 10.25313 22.41527 -0.793 0.431 -0.131 -0.788
O 16.45430 9.81066 23.00082 0.310 0.563 -0.610 -0.820
C 17.23432 20.21744 21.48830 0.716 -0.786 0.585 -1.644
C 17.48270 18.81387 20.98232 -0.303 -0.146 -2.062 1.890
C 18.79941 18.65405 20.14347 -0.472 0.193 1.482 0.180
O 19.14643 19.75724 19.35718 0.028 0.258 -0.510 -0.554
C 18.23283 19.95407 18.30608 -0.952 0.594 -0.151 0.935
N 17.51922 17.78731 22.01891 -1.055 0.766 0.109 0.668
H 16.37267 20.21467 22.12939 -0.704 0.052 0.174 0.371
H 17.09893 20.87964 20.65977 -0.112 0.527 -0.339 -0.003
H 18.05050 20.56377 22.09762 0.581 0.279 0.241 0.436
H 16.63351 18.65389 20.25130 0.615 -0.221 0.648 -0.585
H 18.68279 17.77591 19.49787 0.178 -0.231 0.291 -0.256
H 19.61465 18.54853 20.88626 -0.247 -0.233 -0.502 0.161
H 18.65844 20.74845 17.66015 -0.251 -0.582 0.167 0.415
H 17.24812 20.34345 18.72143 0.875 -0.527 -0.681 -0.657
H 18.03192 19.01316 17.71957 0.197 0.843 0.471 -0.515
H 16.54031 17.74563 22.36940 0.945 -0.450 -0.250 -0.422
H 17.72540 16.91581 21.53998 -0.388 -0.172 0.220 -0.678
C 20.58618 15.64175 17.79108 -1.075 -0.118 -0.199 -1.103
C 20.01733 16.79116 16.97039 -1.299 -0.516 0.048 2.234
C 21.12855 17.64554 16.60503 2.386 0.634 -0.069 -1.691
O 20.75050 18.65539 15.75773 -1.197 1.526 -1.888 -0.256
C 21.78150 19.51369 15.36230 1.165 -0.545 1.755 -0.933
N 19.36715 16.27418 15.71722 0.778 0.973 0.211 1.351
H 21.08270 15.99383 18.71173 -0.175 -0.262 -0.406 0.578
H 21.24201 15.10898 17.11865 0.539 -0.415 0.193 0.817
H 19.73859 14.98189 18.03216 0.448 0.159 0.291 -0.896
H 19.34544 17.35580 17.63748 -0.181 -0.113 -0.495 -0.845
H 21.92279 17.04948 16.13780 0.083 -0.247 -0.257 0.490
H 21.61009 18.11760 17.45323 0.036 -0.095 0.843 0.576
H 22.64193 18.96369 14.96051 0.015 -0.091 0.137 0.303
H 22.11195 20.14544 16.21035 0.177 -0.477 0.060 0.302
H 21.51764 20.23334 14.65122 -1.182 0.669 -1.383 0.312
H 18.51249 15.85706 16.01897 -0.764 -0.487 0.011 -0.866
H 19.13951 17.00670 15.01084 0.440 -0.531 1.178 0.228
C 10.88060 17.07587 18.66171 2.043 -1.431 0.251 0.319
C 10.33216 17.27501 17.30633 -1.045 -0.352 -1.140 0.851
C 11.38247 17.07071 16.22240 -0.064 -0.578 1.878 1.130
O 10.91307 17.41586 14.98109 -1.132 1.180 -0.327 -0.578
C 11.81261 16.98926 14.02168 -0.709 -0.526 -0.713 -0.076
N 9.08938 16.47609 17.13159 0.656 -0.973 0.236 -0.703
H 11.83386 17.61690 18.78356 -0.375 0.202 0.092 -0.513
H 11.19750 16.02309 18.86967 -0.601 0.642 -0.229 -0.071
H 10.16829 17.39644 19.37511 -0.365 -0.264 0.836 0.040
H 9.97469 18.29309 17.20346 0.102 0.584 -0.076 -0.433
H 11.62554 16.00383 16.17103 0.442 -0.200 0.455 -0.717
H 12.26323 17.66349 16.54504 0.003 -0.294 -0.466 -0.430
H 12.78942 17.09092 14.37944 1.821 0.222 0.444 -0.330
H 11.70914 17.60090 13.15012 -0.194 0.181 -0.702 0.409
H 11.66335 15.93058 13.80988 -0.031 -0.220 -0.303 0.259
H 8.88150 16.46099 16.13746 -0.119 -0.135 0.043 0.372
H 9.23836 15.48586 17.44704 -0.065 1.240 -0.414 0.295
C 14.16619 20.11035 17.19089 0.548 0.182 0.668 -0.303
C 13.37640 20.53939 15.91754 0.575 -0.066 0.096 1.523
C 12.61510 21.83364 16.15800 0.076 0.409 -0.113 -1.020
O 13.47953 22.91995 16.57128 -0.233 -0.492 -0.280 -0.169
C 12.83035 24.17201 16.71530 1.361 0.273 -1.053 -0.865
N 14.13395 20.77504 14.67378 0.393 0.618 0.765 -0.895
H 14.91682 19.27753 17.12522 -0.945 0.729 -0.529 -0.221
H 13.49443 19.86796 18.03068 -0.256 -0.329 -0.467 0.197
H 14.69543 20.95799 17.64546 0.231 0.110 -0.529 0.111
H 12.65139 19.74208 15.71922 -0.174 0.239 -0.069 -0.551
H 11.93601 21.65996 16.94660 -1.058 -0.147 1.160 0.073
H 12.01345 22.10160 15.27400 0.428 0.035 0.003 0.523
H 11.78979 24.10567 16.92061 -0.976 -0.289 0.482 0.333
H 12.93661 24.77399 15.79213 -0.099 -0.289 0.081 0.312
H 13.35171 24.74857 17.48081 -0.134 -0.195 0.242 0.194
H 14.86909 20.09333 14.59013 0.323 -0.546 -0.016 0.225
H 14.63525 21.64969 14.87186 -0.072 -0.255 -0.396 0.379
C 9.97309 22.04172 19.16638 0.404 -0.973 1.149 -1.400
C 9.22547 20.81448 18.62256 -0.913 0.816 0.684 0.522
C 9.29683 19.56664 19.50778 -0.266 1.787 1.364 0.365
O 8.80563 19.92642 20.83040 -0.123 0.287 -1.346 -0.509
C 9.10418 18.94613 21.77773 0.210 -0.331 0.089 -0.371
N 7.81149 21.26108 18.46164 -0.263 -0.533 0.038 -0.697
H 11.05476 21.84077 19.38786 -0.833 0.231 -0.400 0.126
H 9.47036 22.27659 20.10204 0.185 0.088 0.223 0.441
H 9.83418 22.91178 18.54361 0.199 0.148 -0.515 0.310
H 9.66967 20.55452 17.69335 0.359 -0.492 -1.146 0.115
H 10.32516 19.19561 19.60078 -0.197 0.382 -0.127 -0.393
H 8.66212 18.79438 19.09480 -0.164 -0.430 -0.179 0.714
H 8.89058 17.95264 21.38270 -0.019 -0.270 0.031 0.166
H 8.45070 19.09233 22.65698 0.617 0.109 -0.257 0.371
H 10.18878 18.99535 21.99119 -0.401 -0.185 0.457 0.018
H 7.10284 20.51092 18.49455 0.841 0.531 -0.202 0.263
H 7.66445 21.85252 17.64408 0.142 -0.434 0.251 0.207
C 17.18092 16.90404 12.75746 -0.220 0.245 -1.425 -1.460
C 16.13348 17.37191 13.76721 0.968 0.540 -0.096 0.661
C 15.50058 16.21440 14.49861 0.366 -1.066 1.443 1.072
O 14.78355 15.26602 13.73123 0.003 0.449 -0.616 -0.627
C 14.35980 14.17048 14.53354 -0.916 1.284 -0.474 0.310
N 16.71419 18.31436 14.81265 -1.095 -0.242 -1.559 -0.042
H 16.70772 16.40425 11.87072 0.228 0.305 0.824 0.333
H 17.90224 16.19942 13.16338 0.058 -0.060 0.296 0.118
H 17.74193 17.76515 12.33092 -0.277 -0.388 0.345 0.429
H 15.36504 17.93486 13.23639 -0.131 0.005 -0.074 0.339
H 14.84531 16.64264 15.26509 -0.071 -0.058 0.195 -0.231
H 16.26690 15.58794 15.03098 -0.194 1.009 -0.146 -0.396
H 15.15050 13.79878 15.15554 0.493 -0.511 0.229 -0.132
H 13.88755 13.48967 13.86331 0.324 -1.026 -0.580 0.509
H 13.50620 14.44462 15.14913 0.038 0.473 0.639 -0.433
H 17.45134 18.90188 14.41725 -0.261 -0.364 0.032 0.316
H 17.12209 17.75051 15.51769 0.567 -0.483 0.969 -0.830
C 19.07954 16.53372 24.88826 1.021 0.016 0.627 -0.839
C 18.33868 15.95641 26.06165 0.028 -0.068 0.345 1.230
C 17.99329 17.05795 27.09158 1.224 -1.205 0.595 -0.889
O 17.33526 16.51444 28.23635 -0.544 -0.586 0.065 -0.317
C 18.09359 16.11485 29.37234 0.308 1.957 -0.446 -0.698
N 17.07403 15.37600 25.62635 -0.772 -0.390 1.035 -0.182
H 18.57097 17.29982 24.34884 -0.615 0.738 -0.170 0.229
H 19.29018 15.77372 24.15378 0.170 -0.180 -0.089 -0.440
H 20.03303 16.92148 25.28036 -0.034 0.001 -0.385 0.358
H 18.96405 15.13739 26.47818 -0.142 0.654 0.292 -0.288
H 17.26101 17.68431 26.58772 0.130 0.479 0.196 0.227
H 18.91615 17.57694 27.46372 -0.691 0.001 -0.671 0.413
H 18.95794 15.48323 29.20463 -0.114 -0.710 -0.520 0.269
H 17.38204 15.67734 30.07365 0.273 0.049 -0.017 0.233
H 18.56491 17.04915 29.76939 -0.458 -0.502 0.322 0.311
H 17.29116 14.43492 25.29816 -0.014 -0.009 0.001 0.237
H 16.54275 15.21154 26.50981 0.354 0.064 -0.916 0.282
C 19.01152 10.10512 16.84566 -0.569 -0.611 -0.017 -1.477
C 19.28103 11.59152 16.64803 -0.113 -0.160 1.673 0.791
C 18.66683 12.13014 15.38961 -0.591 0.229 0.135 -0.440
O 19.27863 11.57374 14.26544 0.243 -0.413 -0.419 -0.537
C 18.82432 12.13629 13.06437 0.047 -0.710 -1.253 -0.317
N 18.56644 12.32390 17.76533 0.320 -0.008 -2.133 0.923
H 17.96544 9.95082 16.53412 0.009 -0.170 0.353 0.253
H 19.13184 9.79542 17.91311 -0.002 0.283 -0.847 0.347
H 19.57350 9.42135 16.18199 0.099 0.547 0.364 0.319
H 20.37885 11.72664 16.64662 -0.312 0.357 0.031 0.088
H 18.78852 13.20784 15.34283 -0.049 0.556 0.177 0.150
H 17.57035 11.94464 15.40973 0.363 -0.082 -0.103 0.542
H 17.72495 11.97529 12.90629 0.704 0.335 0.287 0.276
H 19.34514 11.56281 12.24694 -0.442 0.672 0.669 0.237
H 19.09618 13.20818 12.97185 -0.325 -0.406 0.121 -0.049
H 18.93868 12.07994 18.65482 0.761 -0.539 0.844 -0.330
H 18.77223 13.31163 17.62616 -0.320 -0.088 0.179 -0.843
C 21.59896 13.86051 26.16356 0.004 -0.166 -0.210 -1.694
C 21.13088 12.76757 25.24399 -0.708 -0.735 0.862 0.500
C 19.76561 13.01337 24.70410 -1.818 -0.925 -0.135 0.689
O 18.78792 12.85762 25.75930 0.453 0.499 -0.216 -0.217
C 18.21492 11.56376 25.87530 1.251 -0.435 -0.559 -0.807
N 22.05608 12.55369 24.17824 0.323 -0.089 -1.405 -0.797
H 22.57241 13.59185 26.51520 0.755 -0.046 0.379 0.486
H 20.95243 14.03892 27.01160 -0.304 -0.014 0.097 0.187
H 21.69246 14.76003 25.57205 0.010 0.548 -0.078 0.243
H 21.01619 11.81495 25.77903 0.357 0.088 0.242 0.474
H 19.47664 12.29622 23.89870 0.451 0.249 0.351 -0.109
H 19.67446 14.00311 24.27111 -0.067 0.221 0.119 -0.363
H 18.03367 11.13905 24.88874 -0.475 -0.004 -0.141 0.346
H 17.33582 11.75112 26.43985 -0.996 -0.339 0.443 0.255
H 18.84536 10.78941 26.38554 -0.144 0.822 -0.022 0.182
H 22.09404 13.42130 23.62858 0.117 -0.250 0.091 0.310
H 21.53280 11.92348 23.55453 0.718 0.075 0.084 0.323
C 18.77714 25.02727 19.47562 0.932 -0.265 0.127 -1.442
C 17.49811 25.29716 18.72149 -0.637 1.024 -0.111 0.197
C 16.49829 24.12593 18.75411 0.149 0.927 -0.278 0.373
O 15.90509 24.09198 20.02554 1.125 0.550 0.665 -0.410
C 14.97582 23.06901 20.18215 -0.497 0.515 -1.450 0.192
N 16.86586 26.56073 19.20170 0.967 -0.369 -1.002 -0.772
H 19.48291 25.88146 19.53304 -0.711 -0.222 -0.155 0.367
H 19.36885 24.19140 19.05250 -0.524 0.303 -0.010 0.328
H 18.52327 24.72837 20.47264 0.003 -0.136 0.834 0.299
H 17.81708 25.51281 17.71519 -0.278 -0.255 -0.782 0.374
H 17.04480 23.22846 18.46986 -0.140 -0.567 0.198 -0.062
H 15.69000 24.29517 18.02498 0.222 -0.079 -0.205 -0.003
H 15.44654 22.12752 20.03760 0.299 -1.134 0.007 -0.308
H 14.23493 23.20374 19.37948 -0.346 -0.353 0.259 0.007
H 14.52327 23.12704 21.14657 -0.252 0.117 0.653 0.298
H 16.79786 26.47838 20.18598 -0.441 0.060 1.074 0.307
H 15.93676 26.68387 18.81459 0.053 -0.190 0.119 0.271
C 22.30402 12.85998 19.84582 -0.143 0.248 -0.944 -1.541
C 21.18058 12.30730 20.69673 0.704 -0.488 -0.504 0.769
C 20.03874 13.26916 20.95676 0.153 -0.186 0.547 1.892
O 20.53025 14.40788 21.63981 -0.188 1.272 0.209 -0.719
C 19.52102 15.43601 21.58288 0.439 -0.889 -1.675 0.180
N 20.65141 11.13307 19.99436 -0.408 -0.875 0.803 -0.277
H 23.11926 12.13908 19.82875 0.272 0.027 0.160 0.530
H 22.66217 13.83157 20.16469 0.134 0.115 0.234 0.268
H 21.99374 12.95484 18.78319 -0.126 0.042 0.519 -0.003
H 21.63739 11.96194 21.64087 -0.265 0.490 -0.047 -0.232
H 19.26537 12.80058 21.56052 -0.204 -0.393 0.088 -0.563
H 19.53114 13.60095 20.05708 0.141 -0.084 -0.566 -0.818
H 18.64767 15.13680 22.15246 -0.252 -0.006 0.243 0.295
H 19.20470 15.52780 20.51323 0.043 -0.006 0.809 -0.538
H 19.87842 16.41335 21.86686 0.490 -0.024 0.596 0.792
H 21.42374 10.48810 19.71055 -0.898 0.776 0.556 0.313
H 20.08564 10.67381 20.74715 0.169 -0.273 -0.970 0.052
C 13.71204 15.13916 24.95979 -0.631 -0.227 0.273 -1.484
C 13.97309 15.71049 23.58978 1.253 0.984 -0.272 2.874
C 14.15088 17.23193 23.65547 -0.782 0.618 -1.015 -1.669
O 14.28459 17.78187 22.31986 0.527 -0.103 0.179 0.179
C 13.10295 18.26947 21.79940 -1.872 0.158 0.264 -0.947
N 15.11311 14.99207 23.03828 0.253 -0.803 -0.594 0.636
H 12.85905 15.57628 25.47503 0.063 0.429 0.043 0.471
H 14.58351 15.11851 25.61274 0.048 0.470 -0.167 -0.010
H 13.42764 14.11781 24.84502 -0.234 -0.990 -0.210 0.388
H 13.16345 15.59743 22.88092 -0.572 -0.478 0.091 -1.566
H 15.06501 17.59542 24.09116 0.324 -0.340 0.960 0.113
H 13.24244 17.68984 24.13112 0.779 -0.242 -0.132 0.594
H 13.18487 18.79874 20.85554 0.746 -0.351 -0.412 0.214
H 12.66753 19.04853 22.44940 0.012 -0.165 0.272 0.675
H 12.32975 17.47820 21.68289 0.349 0.258 -0.066 -0.005
H 15.89327 14.94152 23.67622 0.096 0.377 0.121 -0.171
H 15.45525 15.21923 22.09901 -0.542 0.248 0.501 -0.319
C 12.36216 10.02474 17.14252 0.972 0.313 -0.041 -1.819
C 12.88501 11.45645 17.23588 0.276 -0.962 -0.826 1.175
C 11.85491 12.40414 16.66468 -0.351 0.995 0.532 -0.391
O 11.50764 12.15059 15.32309 0.280 0.262 -0.282 -0.370
C 10.26956 12.73728 14.97275 -0.195 -0.154 0.341 -0.650
N 13.20686 11.70036 18.63570 0.008 0.007 -0.267 -0.284
H 12.38232 9.64786 16.13717 -0.753 0.175 -0.716 0.397
H 11.38623 9.98474 17.63142 0.097 -0.410 -0.125 0.374
H 13.10875 9.38627 17.59002 -0.069 -0.343 0.867 0.449
H 13.82770 11.55128 16.64361 -0.565 0.007 0.213 -0.249
H 12.28521 13.41207 16.79564 -0.367 0.118 -0.207 -0.246
H 10.89751 12.36609 17.20142 0.348 -0.076 0.706 0.665
H 9.41330 12.18331 15.40000 0.288 -0.199 -0.335 0.335
H 10.27044 12.76033 13.89993 -0.396 -0.207 -0.560 0.315
H 10.08271 13.76503 15.30251 0.692 0.183 0.231 0.140
H 13.33948 12.68002 18.80271 0.432 0.799 -0.024 -0.261
H 12.36899 11.50956 19.14844 -0.621 -0.318 0.626 0.304
C 22.32166 15.76664 13.02462 0.090 -1.295 2.058 -1.624
C 21.71212 14.34537 13.17873 -0.147 1.992 -1.594 0.756
C 22.65760 13.34122 12.67911 1.991 -1.051 -0.059 -0.824
O 22.78102 13.43508 11.26705 -1.145 0.721 -0.017 -0.299
C 23.15062 12.21925 10.71065 0.895 1.021 -1.343 -0.805
N 21.35671 14.12295 14.53483 0.232 -0.364 0.160 -0.377
H 22.98108 15.78745 13.92160 0.097 0.637 -0.725 0.276
H 21.55244 16.51277 13.13562 -0.288 0.370 0.059 0.212
H 22.83975 15.89098 12.10013 0.443 0.047 -0.539 0.530
H 20.93195 14.37761 12.40993 -0.808 -0.451 0.254 -0.057
H 22.35629 12.32538 12.96265 -0.237 0.027 0.007 0.436
H 23.67655 13.48316 13.12550 -0.563 -0.037 -0.064 0.301
H 23.02471 12.20844 9.60169 0.031 0.293 0.809 0.233
H 22.59203 11.43419 11.12611 -0.791 -1.377 0.548 0.338
H 24.19253 12.12605 10.95281 0.865 -0.857 -0.136 0.316
H 21.01150 14.99426 14.91453 -0.733 -0.344 0.370 0.008
H 20.72752 13.32652 14.65078 0.165 0.566 0.113 0.191